No. 1
16
Properties=species:S:1:pos:R:3 method="wB97M-V/def2-TZVPD" e_tot_ev=-8862.966 lumo_ev=0.98 total_charge=0 gap_ev=9.390
H -0.45906 -2.54999 0.51880
H -2.60399 1.15127 -0.98459
C 2.48981 0.64490 -0.21699
H -3.01787 -0.58216 -1.05874
H 0.03043 1.48819 -0.16560
H 3.58586 0.72036 -0.27396
H 1.32903 -2.05723 0.77663
H 1.96619 0.60127 -1.19004
H -1.44001 -0.01965 -1.61567
C 0.28827 -1.77770 0.66028
H -0.14068 1.29938 1.69460
O -1.75743 -0.04235 0.47575
C -0.05680 -0.52106 0.59288
N 1.91201 0.64137 0.90731
C -2.21461 0.13421 -0.84613
C 0.08886 0.86920 0.72546

---

No. 2
69
Properties=species:S:1:pos:R:3 method="wB97M-V/def2-TZVPD" e_tot_ev=-133260.321 lumo_ev=-9.17 total_charge=+2 gap_ev=2.394
Br 1.53019 -1.69827 -2.38898
C -0.29775 0.94243 0.53019
H 0.17563 0.88780 -0.55077
C 2.11860 -1.47955 -5.45994
O -3.38831 -2.92144 -0.10039
H 3.84832 -1.92151 -1.92839
H -2.65281 1.96276 5.07683
H -2.24052 -1.55904 1.45219
O -3.64584 -1.60824 3.16413
H -0.69522 -0.16110 0.75069
H 4.85913 -0.53261 -5.23523
B -3.13681 3.26207 1.81925
C 2.68128 -1.18731 -4.25064
B -1.62627 1.90991 0.49706
H 6.31099 -1.86810 -3.76127
N 2.70192 -2.65502 -5.90005
O -4.02064 2.79942 4.13409
H -0.16842 -1.37819 2.70931
C -4.02376 -0.22414 2.82668
P 0.99146 1.37456 1.87008
H -0.33878 2.46020 3.30780
H -0.14480 6.41965 1.86020
H -4.08627 4.81285 3.30402
H 1.37135 -0.99842 -6.06801
C -4.57782 -0.04721 1.26701
O 2.07711 2.67575 1.45520
O -3.11792 -0.80630 6.10847
H -0.75893 5.22479 1.13457
H -3.02715 0.41526 2.87989
H -3.17936 -1.10578 5.16582
C 5.70779 -1.48556 -2.93221
H -5.76981 -0.00430 1.25796
H 2.04053 -4.35172 -6.92029
H 1.63163 -2.80189 -7.70335
B -3.89174 1.35686 0.68999
O 5.67430 -0.05190 -5.44309
H 4.65953 -3.34363 -2.59744
H 5.48568 -0.43374 -3.13991
H -0.71270 -2.50065 4.18335
C -3.36092 3.89562 3.35221
C 2.40182 -3.34539 -7.14759
H -2.22230 -0.99205 6.48993
C 3.60170 -3.07402 -4.99500
F 1.53019 0.91155 -1.60034
O -2.79019 1.40118 -0.31205
H -3.75131 -3.57885 -0.66543
Al 3.33019 3.69250 0.35717
O -3.33651 2.68121 5.24383
H -2.31960 4.19586 3.80007
N 3.59776 -2.19249 -3.98226
C -1.04022 -1.59615 3.49453
H 2.55189 -0.39024 -3.53981
H -2.33003 -3.17926 2.42059
H -1.22395 -0.62439 4.14351
H -4.84524 0.21317 3.54818
O 0.17360 1.60232 3.39288
H 4.21668 -3.96397 -5.06898
H -4.24405 -0.98943 0.62984
H 3.31098 -3.40280 -7.75226
H 6.30448 -1.53674 -2.01655
C -2.36075 -1.99383 2.55598
O 1.92318 0.07073 2.05187
O 0.09430 5.62440 1.36101
H -3.35966 0.15033 6.20108
C 4.43073 -2.28849 -2.78088
O -4.37215 2.69675 1.16945
H 1.75372 3.55058 1.83034
H 5.75715 -0.13642 -6.40484
O -1.78530 3.21965 1.15863

---

No. 3
15
Properties=species:S:1:pos:R:3 method="wB97M-V/def2-TZVPD" e_tot_ev=-9405.443 lumo_ev=0.67 total_charge=0 smiles=O[C@H]1C[C@@]2(O)C[C@@H]12 gap_ev=8.519
O -2.29393 0.24922 0.41498
C 1.22506 0.25989 0.39774
H 0.03272 1.73252 -0.78859
H 2.73880 -0.41532 -0.63386
C -0.47418 -1.07226 -0.64769
H -0.12688 1.88478 0.98543
H -1.10856 -1.95279 -0.70374
H -0.01024 -0.78712 -1.58557
C -0.97269 0.06276 0.10807
H -0.47419 -0.61099 1.35581
H -2.80781 -0.28053 -0.21125
O 2.04789 0.24844 -0.75416
C 0.37352 -1.03176 0.63104
C 0.02410 1.19027 0.15548
H 1.82638 0.52288 1.27631

---

No. 4
77
Properties=species:S:1:pos:R:3 method="wB97M-V/def2-TZVPD" e_tot_ev=-42428.625 lumo_ev=-1.83 total_charge=+1 gap_ev=10.233
C 21.18968 -7.72119 32.95820
O 14.75908 -15.19339 39.32489
C 16.28131 -6.63648 37.82847
O 18.30276 -10.34199 34.33399
H 17.43389 -15.24222 37.86439
H 17.19310 -4.51841 37.72316
C 16.22465 -11.28683 42.34447
C 20.25066 -8.64685 33.65865
C 12.70432 -9.83132 32.79724
H 18.29091 -9.10499 42.15092
H 16.90630 -12.01898 36.47528
C 16.06165 -7.02366 39.30788
H 12.44715 -6.34652 37.46839
C 18.72826 -10.39068 33.25489
H 12.60989 -8.56417 40.72557
C 18.12924 -11.34677 32.17360
H 19.18721 -10.67606 41.87146
H 16.60379 -16.80273 38.58904
O 16.40402 -10.56609 40.02646
H 14.14151 -8.96729 40.98729
H 10.88649 -10.45339 39.91909
H 21.57433 -6.79757 33.54854
O 19.70288 -9.61730 32.75306
C 13.63268 -14.36799 39.59623
H 13.80209 -7.46548 35.92413
H 17.72645 -12.19829 32.73890
H 12.90650 -8.94416 32.24827
H 20.99242 -9.11862 34.41201
H 12.19741 -13.98399 41.19920
H 13.92774 -13.28455 39.52538
H 17.40497 -10.64608 31.39119
O 16.31803 -7.71252 36.99190
H 12.80946 -14.66882 38.75462
H 18.87822 -11.80746 31.52767
H 13.09700 -10.83871 32.53836
H 15.31064 -11.72644 36.43383
C 13.17172 -9.49571 34.20054
H 20.48125 -7.31111 32.25595
H 19.28424 -8.30308 34.16872
C 15.38487 -15.02864 38.14572
H 13.11736 -9.99673 41.94377
C 12.97043 -10.59132 39.81017
H 15.25719 -4.74457 37.74285
H 13.83683 -14.15451 41.81104
H 16.61698 -6.32882 39.95860
H 16.26922 -10.45459 36.17969
H 12.96738 -15.63458 41.25898
C 16.93942 -10.56796 41.19557
H 15.76426 -10.55835 42.99539
C 12.81950 -7.99764 35.94841
H 16.42756 -8.12335 39.25274
C 11.66973 -11.26973 39.90725
C 11.90881 -6.91077 36.52296
O 13.80205 -10.72709 38.81914
H 16.59212 -16.46866 37.06053
C 16.48694 -15.98275 37.98508
N 16.16282 -11.35365 36.68432
H 15.63992 -11.99767 42.06098
H 11.03011 -7.43512 36.72616
H 11.54987 -6.21745 35.74711
O 12.40585 -8.57480 34.71429
H 11.49507 -9.86988 32.79087
H 16.28836 -5.16197 36.36488
C 13.15414 -14.63771 40.97295
H 11.19162 -12.13771 39.35862
C 13.16432 -9.56808 40.91384
H 16.89491 -11.81676 42.99219
H 16.09072 -11.13344 37.63863
H 12.95624 -8.62413 36.82561
C 16.26567 -5.11630 37.38202
O 15.19508 -14.05898 37.33895
H 11.64572 -11.65727 40.89765
H 22.19522 -8.32840 32.45893
H 18.89720 -9.33079 40.57464
H 14.96133 -7.09428 39.55679
C 18.41551 -9.96563 41.44469
O 14.07359 -10.03213 34.72853

---

The evaluated max |F| for the records listed, in turn: 0.1234 0.1699 0.0325 0.1492 hartree/bohr.